(1)
Entry from OMol25: 13 unconnected molecules or ions with the total composition C30H92N6O16 at a distorted geometry (wB97M-V/def2-TZVPD).

XYZ file:
```
144
Properties=species:S:1:pos:R:3:forces:R:3
C -1.651 8.381 -16.797 0.599 -0.847 -1.224
C -1.499 7.988 -15.321 -1.875 3.639 -1.622
C -2.198 6.680 -14.949 0.038 -0.929 1.094
O -2.703 6.740 -13.635 0.395 1.163 -0.662
C -3.729 5.823 -13.417 -0.692 -1.507 0.435
N -0.165 8.056 -14.866 -0.741 -2.818 -0.281
H -2.700 8.495 -17.070 0.036 0.189 0.345
H -1.278 7.671 -17.536 0.073 -0.669 0.232
H -1.100 9.269 -17.108 -0.181 0.380 0.680
H -2.069 8.826 -14.921 -0.214 -0.315 1.176
H -1.488 5.856 -15.030 0.279 -0.277 0.009
H -2.953 6.464 -15.705 -0.366 0.481 -0.018
H -4.711 6.055 -13.830 0.125 0.547 -0.652
H -3.951 5.666 -12.361 0.672 0.342 0.119
H -3.410 4.857 -13.806 -0.136 -0.291 -0.044
H -0.087 7.668 -13.937 0.496 0.534 1.059
H 0.252 7.383 -15.494 1.840 0.098 -0.360
C 2.045 6.756 -12.679 0.453 0.985 -0.124
C 2.906 7.488 -13.773 -0.425 -0.915 0.737
C 3.986 8.397 -13.165 0.671 -0.173 0.350
O 3.475 9.351 -12.259 0.074 0.918 0.019
C 4.366 10.478 -12.074 -0.002 0.167 -1.067
N 3.446 6.486 -14.680 0.252 -0.229 -0.101
H 1.564 5.814 -12.941 0.329 0.049 -0.510
H 1.248 7.396 -12.301 0.065 0.173 0.057
H 2.690 6.582 -11.817 -0.003 -0.175 0.026
H 2.267 8.085 -14.423 -0.712 0.980 0.055
H 4.605 8.835 -13.947 -0.289 0.445 -0.431
H 4.722 7.839 -12.588 -0.020 -0.837 -0.044
H 5.427 10.242 -12.150 0.061 -0.685 0.515
H 4.185 11.067 -11.175 -0.353 -0.688 0.161
H 4.267 11.178 -12.904 -0.475 0.101 -0.253
H 2.684 5.996 -15.127 -0.459 -0.479 0.380
H 3.937 6.831 -15.492 0.636 0.629 0.225
C 1.467 -1.094 -9.592 -1.081 -0.072 -0.063
C 2.029 0.317 -9.702 0.561 -1.135 1.371
C 3.064 0.583 -8.603 0.524 1.139 1.999
O 2.574 0.839 -7.225 0.959 -0.041 -1.380
C 3.696 1.082 -6.334 -1.167 -1.161 0.034
N 2.667 0.385 -10.992 -0.151 0.453 -1.010
H 0.986 -1.295 -8.634 0.452 -0.020 0.254
H 2.215 -1.848 -9.837 0.229 0.038 0.389
H 0.660 -1.272 -10.302 -0.029 0.268 -0.325
H 1.246 1.070 -9.608 -0.117 0.074 -0.167
H 3.598 1.499 -8.855 0.123 0.207 -0.358
H 3.840 -0.170 -8.468 -0.122 -0.552 -0.617
H 4.240 0.155 -6.150 0.057 -0.329 -0.185
H 3.215 1.314 -5.384 0.292 0.519 -0.103
H 4.454 1.792 -6.664 -0.483 0.484 -0.213
H 3.295 1.162 -11.142 0.189 0.280 0.186
H 3.205 -0.442 -11.210 0.008 -0.188 0.166
C -1.449 3.101 -17.332 -1.002 -0.583 -0.808
C -1.440 4.157 -18.460 0.363 -0.119 0.575
C -2.667 5.055 -18.402 -1.494 -0.631 0.189
O -2.718 6.223 -19.179 0.583 0.410 -0.829
C -4.000 6.864 -19.242 0.460 0.243 -0.255
N -0.221 4.937 -18.420 0.333 0.590 -0.425
H -1.432 3.416 -16.288 0.168 0.491 -0.174
H -0.718 2.308 -17.489 0.557 0.357 -0.033
H -2.359 2.515 -17.463 -0.379 0.052 0.183
H -1.432 3.610 -19.403 -0.424 -0.118 -0.144
H -2.915 5.337 -17.379 0.086 -0.273 0.367
H -3.439 4.385 -18.780 -0.552 -0.079 0.346
H -4.166 7.513 -18.382 -0.160 -0.379 0.458
H -4.834 6.184 -19.413 0.114 -0.295 0.317
H -4.022 7.565 -20.077 0.455 -0.229 -0.217
H 0.504 4.336 -18.785 0.420 -0.046 -0.058
H -0.341 5.652 -19.123 0.211 0.443 -0.169
C -2.745 0.674 -6.541 0.227 -0.399 -0.085
C -1.584 0.680 -7.580 -1.237 2.214 1.668
C -1.716 1.961 -8.446 -0.516 -1.466 -0.756
O -2.949 2.022 -9.165 -0.908 -0.389 -1.255
C -3.285 0.852 -9.981 0.643 0.206 1.556
N -0.341 0.881 -6.859 0.197 -0.353 -0.297
H -3.741 0.730 -6.982 0.072 -0.608 -0.324
H -2.815 1.464 -5.794 0.884 0.367 -0.189
H -2.574 -0.248 -5.985 -0.619 -0.170 0.139
H -1.686 -0.275 -8.096 0.286 0.095 -0.568
H -0.938 1.978 -9.209 0.564 0.198 0.083
H -1.713 2.865 -7.837 0.274 -0.278 0.097
H -3.534 0.082 -9.252 -0.432 -0.248 -0.402
H -2.444 0.463 -10.555 0.377 0.278 -0.113
H -4.109 1.056 -10.665 -0.028 0.327 0.370
H 0.450 0.708 -7.463 0.242 0.192 0.111
H -0.228 0.238 -6.088 -0.137 -0.106 0.155
C 3.299 -0.486 -14.287 1.325 -0.890 1.951
C 2.778 -1.799 -14.805 -0.464 0.363 -2.078
C 2.003 -2.634 -13.805 1.032 -0.899 -0.217
O 1.693 -3.940 -14.391 -1.265 0.977 1.404
C 0.653 -4.580 -13.590 0.759 0.012 -0.194
N 1.953 -1.374 -15.933 -0.427 -0.420 -0.468
H 2.573 0.259 -13.960 -0.292 -0.228 -0.380
H 4.077 -0.025 -14.895 -0.324 -0.179 -0.358
H 3.804 -0.831 -13.385 0.512 0.674 0.583
H 3.568 -2.428 -15.213 0.398 0.087 0.317
H 1.141 -2.086 -13.425 -0.239 -0.342 -0.090
H 2.697 -2.811 -12.983 -0.090 -0.147 0.512
H 0.776 -4.381 -12.526 0.234 0.247 0.108
H 0.728 -5.664 -13.677 0.135 0.086 -0.418
H -0.359 -4.271 -13.853 0.065 0.220 -0.333
H 1.731 -2.142 -16.549 0.227 -0.408 -0.174
H 1.079 -1.250 -15.443 -0.504 0.654 -0.806
C -1.600 -0.419 -15.228 -0.791 1.189 0.540
C -2.136 -1.182 -16.410 -0.365 -0.370 -1.909
O -3.217 -0.439 -17.118 0.924 -0.069 1.834
O -0.425 -0.969 -14.716 -0.302 -1.208 -0.919
H -2.300 -0.356 -14.394 -0.572 0.037 -0.208
H -1.446 0.591 -15.607 0.123 0.397 0.097
H -2.409 -2.207 -16.160 -0.485 0.086 0.175
H -1.333 -1.282 -17.141 0.342 0.006 0.093
H -3.457 -0.829 -17.962 0.374 -0.453 0.140
H -0.102 -0.541 -13.919 -0.255 0.715 0.613
C 4.735 3.501 -13.622 0.284 -0.460 -0.903
C 5.462 2.259 -13.034 -0.458 1.131 -0.464
O 5.293 2.046 -11.631 -0.353 -0.582 -0.455
O 5.142 4.693 -13.027 0.566 0.045 1.309
H 3.650 3.464 -13.716 -0.364 -0.548 0.878
H 4.969 3.585 -14.683 0.606 -0.546 -0.354
H 6.518 2.310 -13.297 0.238 0.446 0.352
H 5.137 1.390 -13.607 -0.469 -0.150 0.429
H 5.074 2.848 -11.152 0.231 0.463 -0.380
H 4.567 5.390 -13.354 -0.193 0.277 -0.315
C 0.046 1.785 -12.559 -0.183 2.655 0.427
C 0.512 2.520 -13.806 0.517 0.001 -1.480
O 0.004 3.852 -14.012 -0.773 -1.075 1.227
O 0.436 0.460 -12.546 -1.305 -0.245 -0.723
H -1.008 1.974 -12.355 -0.322 -0.612 -0.480
H 0.487 2.368 -11.750 0.321 -0.279 0.572
H 0.300 1.893 -14.673 -0.354 -0.108 -0.254
H 1.598 2.614 -13.826 0.286 -0.287 0.404
H 0.268 4.163 -14.881 0.295 0.252 -0.390
H 1.262 0.453 -12.058 1.475 -0.586 0.732
O -0.427 5.102 -11.577 0.861 0.886 0.382
H -0.103 4.657 -12.360 -0.084 -0.132 -0.410
H -1.309 4.753 -11.450 -0.468 -0.336 0.093
O 1.047 5.141 -16.143 0.597 0.680 1.779
H 0.581 5.246 -16.973 -1.015 0.059 -1.394
H 1.635 4.400 -16.291 0.716 -0.662 -0.088
O 3.029 3.056 -16.371 -0.314 0.347 0.026
H 3.799 3.407 -16.819 0.309 0.119 -0.101
H 2.986 2.141 -16.648 -0.162 -0.525 0.000
O -2.633 3.637 -11.294 -0.286 0.480 -0.899
H -2.703 3.138 -10.480 -0.211 -0.463 1.146
H -2.838 3.005 -11.982 -0.084 -0.026 -0.251
```
Positions in Å, forces in eV/Å.

Values from the calculation:
⟨S²⟩   0.76
Kohn-Sham gap (spin up / spin down)   8.6 / 2.7 eV
HOMO energy (spin up / spin down)   -0.391 / -0.391 Ha
Maximum force   4.40 eV/A
Electronic energy   -2730.0449 Ha
Net charge   +1
Spin multiplicity   2



(2)
Entry from OMol25: a molecular structure, C31H14Cl2F5N5O5RuS2 at a distorted geometry (wB97M-V/def2-TZVPD).

XYZ file:
```
65
Properties=species:S:1:pos:R:3:forces:R:3
Ru 0.113 0.359 -0.019 -1.753 -3.500 -3.482
Cl -5.348 -3.217 -2.729 -0.421 0.029 -0.050
C -3.810 -2.867 -2.032 0.632 -0.565 -0.077
C -3.648 -1.726 -1.274 0.323 0.323 0.216
C -2.393 -1.404 -0.747 0.253 -1.833 -1.161
N -2.111 -0.325 0.022 1.916 2.327 0.999
C -3.022 0.397 0.701 0.655 -0.491 -0.397
O -4.242 0.272 0.692 -0.197 0.186 0.080
C -2.364 1.384 1.625 -0.138 0.222 0.254
C -3.112 2.392 2.221 0.061 -0.159 0.016
C -2.496 3.248 3.116 0.131 -0.176 -0.085
C -1.158 3.034 3.416 0.020 -0.071 -0.041
C -0.484 2.014 2.764 0.105 0.236 0.473
N -1.060 1.223 1.870 -0.053 0.063 -0.235
C -1.274 -2.262 -1.023 -2.487 -0.397 -0.443
C -1.488 -3.450 -1.740 0.361 0.501 0.421
C -2.737 -3.742 -2.237 -0.733 0.519 0.114
Cl -2.978 -5.203 -3.121 0.108 -0.352 -0.203
N -0.061 -1.814 -0.656 1.588 2.850 1.286
C 1.061 -2.562 -0.575 -0.255 0.047 0.490
O 1.123 -3.756 -0.312 0.129 0.071 -0.418
C 2.284 -1.766 -0.926 0.506 -0.371 -0.124
C 3.500 -2.406 -1.122 -0.160 0.055 0.091
C 4.565 -1.674 -1.615 -0.134 0.147 -0.012
C 4.364 -0.343 -1.940 -0.126 -0.096 -0.085
C 3.119 0.219 -1.695 0.327 0.112 -0.394
N 2.117 -0.473 -1.186 -0.385 0.313 0.539
H -4.483 -1.071 -1.087 0.005 -0.028 -0.023
H -4.156 2.477 1.963 -0.079 -0.050 -0.028
H -3.045 4.052 3.584 -0.042 0.040 0.014
H -0.637 3.640 4.142 0.049 0.061 0.018
H 0.550 1.794 3.005 -0.092 0.105 -0.090
H -0.668 -4.131 -1.907 0.006 -0.018 -0.007
H 3.579 -3.459 -0.896 -0.058 -0.047 0.061
H 5.532 -2.138 -1.750 0.067 -0.029 -0.063
H 5.156 0.256 -2.363 0.014 0.073 0.001
H 2.924 1.259 -1.919 -0.052 0.062 0.092
F -0.115 6.912 -2.112 0.069 -0.270 0.004
C -0.086 5.570 -2.170 -0.022 -0.346 0.003
C -0.798 4.807 -1.251 -0.042 0.067 -0.178
F -1.522 5.399 -0.289 0.174 0.014 -0.090
C -0.773 3.433 -1.350 0.003 -0.262 -0.300
F -1.463 2.700 -0.450 0.008 0.834 -0.309
C -0.078 2.739 -2.349 -0.161 1.125 0.049
S -0.282 1.039 -2.523 0.278 -1.113 1.698
C 0.667 3.534 -3.232 -0.245 -0.163 0.401
F 1.396 2.957 -4.199 -0.073 0.122 0.029
C 0.661 4.918 -3.146 -0.113 0.193 0.078
F 1.363 5.648 -4.031 -0.055 -0.072 0.110
O 1.727 4.235 0.017 0.276 -0.329 0.363
C 2.100 3.281 0.684 -0.011 1.531 -0.159
N 1.837 1.991 0.428 -0.612 -2.014 0.150
S 2.620 0.988 1.445 1.310 0.407 0.512
O 3.855 0.463 0.918 -0.182 0.139 0.243
O 1.697 -0.011 1.955 -0.323 0.183 -0.036
C 3.140 2.259 2.609 -0.360 0.136 -0.654
C 3.848 2.211 3.788 0.082 -0.236 0.174
C 4.330 3.406 4.313 -0.042 -0.199 -0.028
C 4.121 4.605 3.647 -0.084 0.064 -0.051
C 3.400 4.640 2.462 -0.056 -0.100 -0.104
C 2.904 3.452 1.948 0.109 0.089 0.314
H 4.028 1.270 4.285 0.066 -0.086 0.069
H 4.892 3.399 5.237 -0.004 -0.035 0.037
H 4.523 5.520 4.061 0.006 0.050 0.001
H 3.236 5.562 1.928 -0.085 0.109 -0.079
```
Positions in Å, forces in eV/Å.

Values from the calculation:
⟨S²⟩   0.81
Kohn-Sham gap (spin up / spin down)   5.8 / 6.3 eV
Relative energy (zero: lowest compared OMol25 entry of this formula, charge and spin)   31.17 kJ/mol
HOMO energy (spin up / spin down)   -0.167 / -0.167 Ha
Maximum force   5.24 eV/A
Electronic energy   -4150.7794 Ha
Net charge   -1
Spin multiplicity   2